## i
C3H7N2O2 | wB97M-V/def2-TZVPD

Its gap between HOMO and LUMO is 9.64 eV. Its net charge is +1.

CARTESIAN COORDINATES (ANGSTROEM)
C -0.075 0.891 1.063
C -0.224 0.087 -1.082
C 0.139 -1.316 -1.392
N 1.170 1.160 0.737
N -0.581 0.960 2.279
O -0.836 0.481 0.069
O 1.566 0.738 -0.533
H -0.361 0.615 -1.998
H 0.353 -2.070 -0.673
H 1.051 -1.388 -1.981
H -0.650 -1.565 -1.991
H 1.863 1.256 1.435
H -0.339 1.650 3.001
H -1.518 0.873 2.394

## ii
C3H7N2O2 | wB97M-V/def2-TZVPD

Its gap between HOMO and LUMO is 8.81 eV. Its net charge is +1.

CARTESIAN COORDINATES (ANGSTROEM)
C 1.668 -0.114 0.108
C -1.100 -0.601 -0.335
C -0.671 0.682 0.311
N 1.338 -1.070 -0.646
N 0.747 0.660 0.698
O -1.477 -1.579 0.391
O -0.928 1.687 -0.612
H 2.697 0.146 0.363
H -1.218 -0.571 -1.416
H -1.244 0.805 1.245
H 2.008 -1.664 -1.102
H 1.057 1.432 1.269
H -1.821 -2.360 -0.084
H -1.057 2.546 -0.190

Which structure is most stable? ii, by 205.8 kJ/mol over the runner-up.

## i
C3H7N2O2 | wB97M-V/def2-TZVPD

Its gap between HOMO and LUMO is 11.08 eV. The SMILES is [H]/N=C(\O)COC=[NH2+]. Its net charge is +1.

CARTESIAN COORDINATES (ANGSTROEM)
C 1.343 -0.228 -0.170
C 0.322 -1.176 0.469
C -0.276 1.532 -0.917
N -1.407 1.652 -0.158
N -0.843 -0.870 0.645
O 1.015 -2.211 0.836
O 0.721 0.764 -1.057
H 2.021 -0.902 -0.800
H -0.192 2.256 -1.754
H -2.212 2.198 -0.492
H -1.464 1.030 0.683
H -1.514 -1.578 0.982
H 0.588 -2.951 1.112
H 1.899 0.485 0.621

## ii
C3H7N2O2 | wB97M-V/def2-TZVPD

Its gap between HOMO and LUMO is 11.57 eV. Its net charge is +1.

CARTESIAN COORDINATES (ANGSTROEM)
C 4.100 0.168 -0.024
C 0.188 -0.342 0.362
C -0.961 1.605 -0.138
N -0.444 0.331 -0.444
N 0.648 -1.657 -0.108
O 5.027 0.826 0.135
O 3.205 -0.498 -0.301
H 0.472 0.092 1.331
H -0.503 2.289 -0.788
H -1.970 1.323 -0.183
H -0.509 1.876 0.842
H 1.623 -1.293 -0.240
H 0.144 -1.681 -0.993
H 0.609 -2.384 0.582

## iii
C3H7N2O2 | wB97M-V/def2-TZVPD

Its gap between HOMO and LUMO (alpha / beta) is 7.54 / 8.07 eV. Its net charge is +1.

CARTESIAN COORDINATES (ANGSTROEM)
C -0.241 1.328 -1.831
C 0.086 -0.738 -0.703
C 0.026 -0.206 1.655
N 0.981 1.769 -1.888
N 0.117 -1.077 0.511
O 1.966 1.519 -1.254
O -1.063 1.209 -2.834
H -0.763 1.526 -0.884
H 0.161 -1.500 -1.471
H -0.949 -0.335 2.132
H 0.794 -0.478 2.379
H 0.159 0.833 1.365
H -0.638 1.075 -3.697
H 0.203 -2.065 0.786

Which structure is most stable? ii, by 73.4 kJ/mol over the runner-up.